A:
26
Properties=species:S:1:pos:R:3 method="wB97M-V/def2-TZVPD" mol_weight_g_mol=201.225 orbital_gap_ha=0.3427 e_homo_ha=-0.3206 total_charge=0
C 5.22373 0.60434 -0.44160
O 4.23045 0.18692 0.67172
C 2.80834 0.07050 0.19805
C 2.20472 0.36214 -1.03080
C 0.86478 -0.30145 -1.18139
C 0.10592 -1.02765 -0.25379
O -1.19970 -1.49788 -0.34672
C -2.12701 -0.44866 -0.12217
C -1.83476 0.91509 0.06598
C -2.88015 1.82935 0.14931
C -4.21853 1.14649 0.13490
N -4.39039 -0.26260 0.14314
C -3.40946 -0.99840 -0.13174
C 0.73365 -0.76027 1.04241
C 1.92479 -0.14948 1.32309
H 4.94242 -0.18772 -1.40435
H 5.28126 1.75679 -0.77098
H 6.21256 0.04084 0.24146
H 2.80558 0.88452 -1.97446
H 0.37802 -0.49028 -2.27898
H -0.87376 1.26882 0.24409
H -2.73359 2.97023 -0.03402
H -5.07314 1.99448 0.05356
H -3.35503 -2.04300 -0.54751
H 0.19427 -1.32162 2.02188
H 2.33203 0.00095 2.33388

---

B:
26
Properties=species:S:1:pos:R:3 method="wB97M-V/def2-TZVPD" mol_weight_g_mol=201.225 orbital_gap_ha="0.2133 / 0.2131" e_homo_ha="-0.2379 / -0.2378" total_charge=0
C -0.16538 1.05901 -0.64270
C -0.08852 1.39760 -1.74209
C -2.43164 -1.29954 -0.62570
C -2.70330 -0.14546 0.13661
C -1.16764 -1.85392 -0.48039
C -1.78903 0.57577 0.84737
C -0.15233 -1.12944 0.09584
C -0.29680 0.34866 0.55107
C 1.16231 -1.56981 0.42498
C 0.81381 0.42967 1.58962
C -0.31055 1.66860 -3.11167
C 3.02946 -0.36834 1.64583
N 1.66879 -0.50924 1.21280
O 1.89985 -2.48318 0.07803
O 1.21338 1.46723 2.34346
H -3.29377 -1.77444 -1.11141
H -3.80437 -0.12037 0.30947
H -0.97298 -2.97415 -0.77355
H -2.09189 1.35399 1.56595
H 0.11414 0.80055 -3.63773
H 0.16771 2.68678 -3.34875
H -1.46159 1.76297 -3.25009
H 3.10125 -0.25293 2.70791
H 3.55096 -1.30636 1.42342
H 3.55333 0.47437 0.99150
H 0.45483 1.76197 2.80023

---

Which is most stable, and by how much? B, by 159.0 kJ/mol.

---

A:
11
Properties=species:S:1:pos:R:3 method="wB97M-V/def2-TZVPD" mol_weight_g_mol=63.080 orbital_gap_ha=0.4494 e_homo_ha=-0.5832 total_charge=+1
O -1.72377 -0.32488 1.69297
H -0.34977 0.05677 0.46577
H -2.03425 0.38057 2.26823
H -2.09766 -1.13927 2.06543
N -0.22492 0.30824 -0.53310
C 1.19547 -0.08717 -0.89335
N 2.15839 0.67811 -1.00431
H -0.22433 1.30997 -0.74955
H -0.91161 -0.16831 -1.11588
H 1.28355 -1.17944 -0.76162
H 2.92891 0.16541 -1.43459

---

B:
11
Properties=species:S:1:pos:R:3 method="wB97M-V/def2-TZVPD" mol_weight_g_mol=63.080 orbital_gap_ha=0.4349 e_homo_ha=-0.5876 total_charge=+1
N -0.11849 0.22492 0.62964
C -0.80003 0.40978 -0.45625
N -1.40204 1.55711 -0.78712
H 0.04024 1.05585 1.18532
H 0.44317 -0.63514 0.67941
H -0.86642 -0.42362 -1.14421
H -1.60392 1.64847 -1.77423
H -2.05079 2.00726 -0.15430
H 2.26847 -1.50707 1.22779
H 2.36554 -2.45250 0.07367
O 1.72427 -1.88506 0.52028

---

Which is most stable, and by how much? B, by 113.8 kJ/mol.

---

A:
17
Properties=species:S:1:pos:R:3 method="wB97M-V/def2-TZVPD" mol_weight_g_mol=91.138 orbital_gap_ha=0.4002 e_homo_ha=-0.5118 total_charge=+1
C -1.69233 -1.59240 0.12118
C -0.62960 1.09239 -0.49042
N -1.93728 -0.37924 0.24736
N 2.57621 -0.26056 0.37994
N 0.24648 0.39492 -1.18685
N -0.22349 1.58023 0.64882
H -2.59039 -2.23452 0.24677
H -0.68550 -1.94904 -0.05549
H -2.87690 -0.03201 0.42716
H -1.42920 1.47344 -1.03703
H 3.28041 0.03413 1.00919
H 2.86969 -0.43854 -0.53274
H 1.18604 0.24995 -0.76491
H -0.14532 0.06408 -2.13586
H 2.19135 -1.13514 0.82609
H 0.51183 0.89861 1.03936
H -0.65198 2.23370 1.25743

---

B:
17
Properties=species:S:1:pos:R:3 method="wB97M-V/def2-TZVPD" mol_weight_g_mol=91.138 orbital_gap_ha=0.3816 e_homo_ha=-0.4972 total_charge=+1
C 0.72065 0.42552 -0.51037
C -0.79360 -0.22245 -0.36711
N 1.03462 1.48079 0.49733
N 1.54862 -0.77910 -0.24989
N -1.96466 0.50711 -0.15985
N -0.62070 -1.24245 0.65795
H 0.75520 0.79581 -1.52939
H -0.82274 -0.61670 -1.44580
H 0.97094 2.42383 0.07173
H 0.49547 1.38329 1.35434
H 2.29968 -0.63603 0.36028
H 1.84374 -1.28292 -1.13107
H -2.04738 0.93146 0.81254
H -2.04088 1.09364 -1.00377
H 0.66050 -1.38357 0.41430
H -0.78122 -0.84905 1.68655
H -1.25823 -2.02918 0.54223

---

Which is most stable, and by how much? B, by 21.1 kJ/mol.

---

A:
14
Properties=species:S:1:pos:R:3 method="wB97M-V/def2-TZVPD" mol_weight_g_mol=122.164 orbital_gap_ha=0.3333 e_homo_ha=-0.3259 total_charge=0
C 1.31218 -2.44576 -0.63810
C 0.57009 -2.08121 0.37494
C -0.96691 2.46056 -0.11178
C 0.32728 0.15619 0.80291
O -1.54021 0.01201 -1.09416
F -0.12980 -2.68000 1.37831
S -1.36873 0.63079 0.24241
H 1.52235 -3.52299 -0.69436
H 1.71722 -1.63506 -1.33615
H -0.14784 2.28634 -0.71163
H -0.91875 3.15911 0.67491
H -1.71844 2.83766 -0.71542
H 0.89575 0.55332 -0.02629
H 0.44580 0.26904 1.85441

---

B:
14
Properties=species:S:1:pos:R:3 method="wB97M-V/def2-TZVPD" mol_weight_g_mol=122.164 orbital_gap_ha=0.3763 e_homo_ha=-0.3464 total_charge=0
C -0.85916 -1.72339 0.27560
C -0.79697 -1.25427 -0.95596
F -1.06771 -2.07424 -1.99315
C -0.44664 0.14980 -1.38846
O 0.90086 0.51125 -1.15899
C 1.20646 1.16849 0.02523
S 2.28890 0.22766 1.18167
H -1.09901 -2.75255 0.47299
H -0.66876 -1.09207 1.12299
H -0.58437 0.22516 -2.47223
H -1.11923 0.86484 -0.89589
H 1.81226 2.04729 -0.21245
H 0.31222 1.46593 0.57815
H 1.35004 -0.54866 1.71955

---

Which is most stable, and by how much? B, by 382.1 kJ/mol.

---

A:
37
Properties=species:S:1:pos:R:3 method="wB97M-V/def2-TZVPD" mol_weight_g_mol=723.007 spin_multiplicity=6 orbital_gap_ha="0.2757 / 0.2516" s2=8.8274 e_homo_ha="-0.3875 / -0.4129" total_charge=0
Mn -0.17283 0.43573 0.06037
O -0.11532 -3.31322 -0.91175
C 0.30921 -2.19359 -0.93733
O -0.48069 -1.15800 -0.65336
C 1.74231 -1.93787 -1.34446
C 2.51511 -3.07387 -1.45644
C 3.83659 -3.02058 -1.89833
C 4.40444 -1.81046 -2.27767
C 3.65502 -0.66207 -2.18829
C 2.32479 -0.68505 -1.68412
S 1.62589 0.85340 -1.51934
H 2.05940 -4.01989 -1.19923
H 4.41192 -3.93416 -1.96076
H 5.42307 -1.76843 -2.63630
H 4.07362 0.29500 -2.46813
F -0.87114 4.83988 -0.48803
C -1.78390 3.93123 -0.80527
F -2.97774 4.48400 -0.82243
F -1.50093 3.41957 -1.99753
S -1.71458 2.58199 0.47629
O -0.24641 2.34919 0.62174
O -2.48043 3.00507 1.58232
N -2.05043 1.20684 -0.25782
S -3.58883 0.66561 -0.53589
O -4.45962 1.79110 -0.51276
O -3.51426 -0.25539 -1.61188
C -3.93695 -0.35744 0.98308
F -4.78932 -1.31435 0.64521
F -2.81079 -0.90804 1.41733
F -4.46226 0.39344 1.93636
F 1.11632 -0.28554 1.35715
Sb 0.80733 0.03272 3.34908
F 2.59209 -0.44994 3.64005
F 1.32956 1.79900 2.98596
F 0.33929 0.39401 5.11383
F -0.90216 0.43951 2.59221
F 0.29267 -1.76939 3.40615

---

B:
37
Properties=species:S:1:pos:R:3 method="wB97M-V/def2-TZVPD" mol_weight_g_mol=723.007 spin_multiplicity=6 orbital_gap_ha="0.2647 / 0.2577" s2=8.8424 e_homo_ha="-0.3877 / -0.4177" total_charge=0
Mn -0.23350 0.98152 0.91735
O 3.21634 -0.83938 0.44152
C 2.40200 -0.32168 1.15141
O 1.18177 -0.05655 0.70030
C 2.72486 0.00154 2.58864
C 4.02047 -0.26819 2.97310
C 4.45031 -0.06446 4.28398
C 3.57073 0.41016 5.25110
C 2.27308 0.69165 4.89712
C 1.82112 0.50688 3.56212
S 0.21104 0.97076 3.33123
H 4.69607 -0.65317 2.22201
H 5.47667 -0.28391 4.54630
H 3.90024 0.56113 6.26959
H 1.56978 1.07230 5.62576
F -1.94869 -3.20930 0.80365
C -2.26799 -2.23100 1.63354
F -3.21714 -2.62853 2.46026
F -1.18841 -1.87875 2.33629
S -2.84695 -0.79488 0.63553
O -1.62248 -0.27592 -0.00511
O -3.85375 -1.26936 -0.24244
N -3.34481 0.14216 1.80291
S -3.13854 1.68694 1.85410
O -1.82206 2.06108 1.24323
O -3.38874 2.23059 3.13768
C -4.37006 2.40773 0.67126
F -5.56194 1.94730 1.02902
F -4.08213 1.99764 -0.55204
F -4.34765 3.71826 0.75117
F -0.08669 2.20991 -0.85994
Sb -0.18737 4.04235 -0.15992
F 0.70929 2.84586 1.19288
F 1.32504 5.05653 0.27598
F 0.29096 4.56853 -1.88635
F -1.94198 4.02647 -0.81863
F -1.00167 4.86418 1.30230

---

Which is most stable, and by how much? A, by 69.6 kJ/mol.

---

A:
9
Properties=species:S:1:pos:R:3 method="wB97M-V/def2-TZVPD" mol_weight_g_mol=124.965 orbital_gap_ha=0.4085 e_homo_ha=-0.3778 total_charge=0
C 0.45225 0.15992 0.34096
C -0.73769 -0.68347 0.11216
O 0.99888 0.74921 -1.24866
Br -2.32023 0.39198 -0.33980
H 1.30276 -0.37031 0.75812
H 0.42355 0.98036 0.91168
H -0.91815 -1.33718 1.09975
H -0.49832 -1.43154 -0.67445
H 1.29696 1.54102 -0.95976

---

B:
9
Properties=species:S:1:pos:R:3 method="wB97M-V/def2-TZVPD" mol_weight_g_mol=124.965 orbital_gap_ha=0.3916 e_homo_ha=-0.3646 total_charge=0
C -0.68213 -0.34084 0.85250
C 0.62952 0.10338 -0.31826
O 0.71845 1.30450 -0.92385
Br 0.65450 -1.42445 -1.68003
H -1.37220 0.37760 0.81349
H -0.96441 -1.33519 0.45570
H -0.22961 -0.27046 1.83486
H 1.44826 0.03813 0.29703
H -0.20237 1.54733 -1.33144

---

Which is most stable, and by how much? B, by 51.8 kJ/mol.